[1]
# C4H22BO19

A 12-piece molecular cluster, C4H22BO19 overall at a distorted geometry (wB97M-V/def2-TZVPD, OMol25).

The LUMO energy comes out at 1.93 eV. As for the charge: -1. For the total energy, the calculation gives -44093.2277 eV. The HOMO energy is -8.27 eV.

Geometry (Å):
O 7.48 14.88 26.02
C 7.15 14.14 26.90
O 6.02 14.26 27.59
B 5.93 13.14 28.57
O 7.22 12.44 28.41
C 7.95 12.97 27.47
O 9.02 12.57 27.09
O 4.81 12.19 28.37
C 4.10 12.14 29.47
O 3.15 11.44 29.67
C 4.71 13.09 30.50
O 5.76 13.66 29.93
O 4.32 13.31 31.60
O 6.23 12.72 33.65
H 6.57 12.11 32.99
H 5.91 13.48 33.15
O 7.04 16.32 30.96
H 6.63 15.73 30.32
H 6.36 16.98 31.15
O 7.56 11.55 23.93
H 7.99 10.70 23.76
H 7.71 11.70 24.87
O 2.60 11.49 33.25
H 2.38 12.32 33.68
H 2.91 11.75 32.37
O 0.66 11.18 28.17
H 1.36 10.96 28.81
H 1.08 11.10 27.31
O 10.47 11.11 29.25
H 9.85 11.70 28.79
H 11.21 11.02 28.64
O 5.20 16.72 24.38
H 6.03 16.22 24.39
H 4.63 16.24 23.77
O 2.30 8.41 30.27
H 2.46 9.33 30.04
H 1.54 8.16 29.74
O 8.68 17.20 24.43
H 8.64 16.56 25.15
H 7.98 17.84 24.63
O 9.41 14.36 22.64
H 9.02 14.67 23.47
H 9.94 13.58 22.89
O 10.73 12.55 24.34
H 11.61 12.22 24.54
H 10.33 12.70 25.21

Which charges does Löwdin predict for the atoms? In e, they are: 0.1558, -0.3578, 0.2369, -0.8249, 0.2617, -0.3789, 0.1241, 0.2633, -0.3567, 0.1438, -0.3627, 0.2274, 0.1611, -0.0607, 0.0306, 0.0120, -0.0555, 0.0098, 0.0335, -0.0473, 0.0375, 0.0095, -0.0645, 0.0284, -0.0035, -0.0661, -0.0102, 0.0336, -0.0653, -0.0051, 0.0246, -0.0651, 0.0094, 0.0325, -0.0568, -0.0055, 0.0310, -0.0569, 0.0038, 0.0335, -0.0819, -0.0004, -0.0022, -0.0509, 0.0496, 0.0253

***

[2]
# C23H31N3P2RhS

C23H31N3P2RhS as an isolated structure at a distorted geometry (wB97M-V/def2-TZVPD, OMol25).

The LUMO energy (spin up / spin down) comes out at -2.28 / -3.82 eV. Its expectation value of S² is 6.029. As for the charge: +1. Its multiplicity is 5. For the total energy, the calculation gives -61235.5278 eV. The HOMO energy (spin up / spin down) is -7.52 / -9.79 eV.

Geometry (Å):
C 0.28 -4.28 -0.25
C 0.42 -2.93 -0.55
C -0.60 -2.03 -0.12
C -1.63 -2.46 0.77
C -1.68 -3.82 1.14
C -0.77 -4.71 0.58
C -2.59 -1.49 1.13
C -3.00 -0.63 0.09
C -1.99 -0.23 -0.83
C -2.28 0.61 -1.94
C -3.63 0.93 -2.14
C -4.63 0.55 -1.23
C -4.32 -0.19 -0.10
H 0.99 -5.00 -0.65
H -2.49 -4.14 1.80
H -0.89 -5.77 0.78
H -3.18 -1.62 2.02
H -3.91 1.50 -3.03
H -5.68 0.78 -1.43
H -5.07 -0.50 0.64
N -0.72 -0.73 -0.58
Rh 0.82 0.52 -0.59
C 1.57 -2.40 -1.38
H 1.27 -2.05 -2.38
H 2.33 -3.18 -1.51
C -1.21 1.02 -2.92
H -0.78 0.15 -3.45
H -1.62 1.72 -3.66
P 2.40 -0.96 -0.53
P 0.23 1.86 -2.14
C -0.52 3.38 -1.47
H 0.16 3.84 -0.73
H -0.74 4.08 -2.28
H -1.47 3.10 -0.98
C 1.44 2.26 -3.45
H 1.07 3.12 -4.02
H 2.40 2.51 -2.97
H 1.54 1.38 -4.11
C 2.81 -1.73 1.07
H 3.62 -2.45 0.96
H 3.07 -0.94 1.78
H 1.91 -2.25 1.43
C 3.82 -0.54 -1.54
H 4.47 0.12 -0.96
H 4.39 -1.44 -1.82
H 3.49 -0.02 -2.45
H -2.07 -0.18 2.98
H 1.93 0.64 0.59
C 0.65 3.00 1.65
N 0.81 2.23 2.86
C 2.02 2.02 3.52
C 1.75 1.18 4.56
N 0.41 0.83 4.46
C -0.12 1.36 3.33
S -1.55 0.99 2.48
H 0.86 2.35 0.78
H -0.38 3.36 1.56
H 1.36 3.84 1.65
H 2.93 2.47 3.16
H 2.38 0.75 5.32
H -0.08 0.21 5.09

Which charges does Löwdin predict for the atoms? In e, they are: -0.0409, -0.2402, -0.1862, -0.1739, -0.0265, -0.0851, -0.0937, -0.2162, -0.2032, -0.2228, -0.0406, -0.0766, -0.0285, 0.1150, 0.1184, 0.1040, 0.1045, 0.1130, 0.1098, 0.1192, -0.1087, 0.5212, -0.2715, 0.0906, 0.0864, -0.2759, 0.0977, 0.0936, 0.6561, 0.6747, -0.2312, 0.0240, 0.0563, 0.0548, -0.2496, 0.0467, 0.0460, 0.0532, -0.2352, 0.0580, 0.0215, 0.0498, -0.2471, 0.0480, 0.0518, 0.0361, -0.0526, -0.0461, -0.0942, -0.1171, -0.0223, -0.0399, 0.0943, -0.6107, 0.9812, -0.0211, 0.0836, 0.1116, 0.1362, 0.1278, 0.1723

***

[3]
# CH2FPSi

A 2-piece molecular cluster, CH2FPSi overall at a distorted geometry (wB97M-V/def2-TZVPD, OMol25).

The LUMO energy comes out at -1.13 eV. As for the charge: 0. For the total energy, the calculation gives -20948.0186 eV. The HOMO energy is -9.05 eV.

Geometry (Å):
C 2.46 -0.04 -0.35
F 2.35 1.24 -0.34
Si -1.73 -0.12 0.28
P 2.56 -1.59 -0.16
H -3.08 -0.72 0.73
H -2.56 1.23 -0.17

Which charges does Löwdin predict for the atoms? In e, they are: -0.7671, 0.0066, 0.5141, 0.7349, -0.2685, -0.2200

***

ΔE to the lowest compared entry with this formula, charge and spin for the records above, in order: 0.6890, 0.9880, 2.9272 eV